This record from OMol25 describes a molecular structure, C38H57GeN2O4P3SZr in a non-equilibrium geometry. The level of theory is ωB97M-V/def2-TZVPD.

Geometry as ORCA input:
```
! RIJCOSX wB97M-V def2-TZVPD def2/J DEFGRID3
* xyz 0 1
Zr -1.190 -0.278 -0.463
C 0.723 -2.127 2.155
P 0.981 -0.484 1.425
C 1.318 0.492 2.939
C 2.664 -0.612 0.691
C 2.812 0.205 -0.582
P 1.826 -0.497 -1.967
C 1.514 1.024 -2.936
C 3.062 -1.321 -3.010
H 1.595 -2.431 2.740
H 0.546 -2.846 1.358
H -0.167 -2.090 2.782
H 2.120 0.022 3.514
H 0.417 0.538 3.543
H 1.619 1.512 2.693
H 2.851 -1.669 0.496
H 3.385 -0.277 1.442
H 3.856 0.259 -0.898
H 2.484 1.236 -0.418
H 2.477 1.489 -3.167
H 0.917 1.730 -2.362
H 0.993 0.819 -3.869
H 3.891 -0.635 -3.197
H 2.629 -1.614 -3.965
H 3.436 -2.217 -2.518
C 0.376 4.220 3.792
C 0.113 4.380 2.312
O -1.217 3.935 1.993
P -1.380 2.494 1.247
O -2.933 2.622 0.835
C -3.356 3.642 -0.095
C -4.211 4.657 0.623
O -1.546 1.410 2.417
C -2.630 1.452 3.373
C -2.186 0.748 4.632
H 1.355 4.623 4.053
H 0.350 3.169 4.081
H -0.379 4.755 4.368
H 0.836 3.818 1.711
H 0.170 5.424 2.005
H -3.904 3.125 -0.883
H -2.483 4.105 -0.561
H -5.071 4.169 1.081
H -4.574 5.412 -0.075
H -3.635 5.154 1.404
H -3.488 0.960 2.913
H -2.901 2.493 3.562
H -1.830 -0.256 4.399
H -3.023 0.660 5.327
H -1.391 1.300 5.135
O -2.223 -1.945 -0.332
C -2.791 -1.190 0.714
C -4.244 -0.832 0.423
C -5.295 -1.947 0.621
C -4.787 -3.389 0.551
C -4.080 -3.844 1.828
C -2.674 -3.285 2.015
N -2.532 -1.826 2.012
H -4.286 -0.471 -0.611
H -4.528 0.034 1.032
H -6.090 -1.805 -0.116
H -5.782 -1.819 1.595
H -4.114 -3.526 -0.300
H -5.645 -4.044 0.379
H -4.009 -4.936 1.839
H -4.700 -3.570 2.692
H -2.032 -3.664 1.219
H -2.258 -3.659 2.958
H -3.167 -1.419 2.692
S -1.762 3.526 -3.591
C -1.694 2.262 -2.605
N -1.625 1.351 -1.861
C 0.586 -1.455 -1.321
Ge -0.374 -2.581 -2.569
C -1.839 -1.554 -3.435
C -3.195 -1.663 -3.135
C -4.144 -0.881 -3.784
C -3.754 0.028 -4.755
C -2.410 0.138 -5.087
C -1.475 -0.646 -4.433
C -1.067 -4.211 -1.742
C -0.443 -4.759 -0.626
C -0.887 -5.949 -0.065
C -1.976 -6.609 -0.616
C -2.599 -6.083 -1.739
C -2.139 -4.900 -2.302
C 0.612 -3.344 -4.113
C 1.681 -4.191 -3.802
C 2.369 -4.888 -4.781
C 1.990 -4.762 -6.112
C 0.917 -3.951 -6.439
C 0.233 -3.255 -5.447
H -3.518 -2.351 -2.364
H -5.190 -0.981 -3.519
H -4.489 0.650 -5.250
H -2.093 0.849 -5.840
H -0.430 -0.538 -4.708
H 0.404 -4.244 -0.187
H -0.388 -6.357 0.806
H -2.335 -7.533 -0.180
H -3.444 -6.596 -2.181
H -2.634 -4.513 -3.187
H 1.982 -4.320 -2.766
H 3.193 -5.536 -4.508
H 2.520 -5.306 -6.884
H 0.599 -3.861 -7.470
H -0.614 -2.645 -5.736
*
```

HOMO-LUMO gap	6.95	eV
max |F|	0.022	Eh/bohr
calculated total energy	-148001.9174	eV


This record from OMol25 describes 10 unconnected molecules or ions with the total composition C40H40N10O10 in a non-equilibrium geometry. The level of theory is ωB97M-V/def2-TZVPD.

Geometry as ORCA input:
```
! RIJCOSX wB97M-V def2-TZVPD def2/J DEFGRID3
* xyz 0 1
O 1.903 -4.693 -24.119
N 2.051 -5.896 -23.931
O 2.756 -6.587 -24.654
C 1.229 -6.562 -22.919
C 0.539 -5.784 -22.008
C -0.232 -6.383 -21.017
C -0.314 -7.761 -20.982
C 0.343 -8.544 -21.951
C 1.078 -7.946 -22.948
H 0.739 -4.726 -21.894
H -0.769 -5.736 -20.339
H -0.819 -8.275 -20.174
H 0.253 -9.621 -21.931
H 1.590 -8.530 -23.698
O 3.392 -2.781 -14.713
N 4.128 -1.839 -14.896
O 4.880 -1.382 -14.062
C 4.113 -1.173 -16.205
C 4.760 0.040 -16.362
C 4.596 0.709 -17.570
C 3.839 0.170 -18.608
C 3.292 -1.096 -18.452
C 3.408 -1.751 -17.241
H 5.290 0.529 -15.560
H 4.944 1.716 -17.767
H 3.677 0.692 -19.541
H 2.843 -1.662 -19.258
H 2.947 -2.719 -17.099
O -1.076 2.238 -27.157
N -0.402 3.198 -26.898
O -0.613 4.328 -27.261
C 0.793 2.979 -26.073
C 0.967 1.775 -25.416
C 2.085 1.550 -24.624
C 3.044 2.545 -24.427
C 2.818 3.779 -25.030
C 1.704 3.981 -25.842
H 0.219 0.993 -25.432
H 2.066 0.615 -24.084
H 3.851 2.374 -23.731
H 3.505 4.604 -24.907
H 1.578 4.954 -26.301
O 4.875 0.398 -25.342
N 5.681 -0.305 -24.774
O 5.360 -1.217 -24.025
C 7.071 -0.120 -25.106
C 7.480 1.014 -25.812
C 8.816 1.203 -26.063
C 9.771 0.263 -25.665
C 9.360 -0.794 -24.865
C 8.029 -0.973 -24.572
H 6.758 1.691 -26.249
H 9.191 2.016 -26.671
H 10.785 0.260 -26.038
H 10.075 -1.552 -24.571
H 7.677 -1.732 -23.890
O 8.045 -1.257 -16.840
N 8.816 -1.523 -17.741
O 10.030 -1.418 -17.671
C 8.264 -2.011 -19.005
C 6.908 -1.829 -19.263
C 6.321 -2.437 -20.353
C 7.128 -3.092 -21.295
C 8.502 -3.134 -21.086
C 9.052 -2.669 -19.911
H 6.228 -1.316 -18.594
H 5.249 -2.399 -20.489
H 6.728 -3.509 -22.210
H 9.135 -3.500 -21.884
H 10.101 -2.791 -19.671
C 4.914 -4.220 -24.974
C 6.366 -4.194 -24.848
N 7.507 -4.247 -24.757
H 4.386 -3.591 -25.683
H 4.427 -3.995 -24.023
H 4.690 -5.271 -25.156
C 2.743 -2.126 -22.409
C 2.619 -0.829 -21.746
N 2.639 0.189 -21.223
H 1.770 -2.614 -22.375
H 3.485 -2.768 -21.942
H 3.041 -1.926 -23.438
C 2.891 3.518 -21.073
C 4.000 4.084 -20.327
N 4.900 4.517 -19.765
H 1.972 3.559 -20.491
H 3.072 2.545 -21.512
H 2.734 4.211 -21.908
C 3.626 -6.929 -20.114
C 3.492 -5.481 -19.951
N 3.423 -4.336 -19.886
H 2.648 -7.408 -20.124
H 4.239 -7.297 -19.297
H 4.072 -7.106 -21.092
C -1.587 -2.735 -23.884
C -2.219 -1.566 -24.498
N -2.724 -0.642 -24.949
H -2.045 -2.896 -22.914
H -0.521 -2.513 -23.776
H -1.556 -3.607 -24.534
*
```

HOMO-LUMO gap	7.89	eV
max |F|	0.038	Eh/bohr
calculated total energy	-77489.1779	eV


This record from OMol25 describes 7 unconnected molecules or ions with the total composition C2H18O8 in a non-equilibrium geometry. The level of theory is ωB97M-V/def2-TZVPD.

Geometry as ORCA input:
```
! RIJCOSX wB97M-V def2-TZVPD def2/J DEFGRID3
* xyz 1 2
C 1.417 -1.168 2.157
C 0.899 -1.016 3.517
O -0.219 -0.156 3.799
O 0.405 -1.753 1.257
H 2.359 -1.714 2.194
H 1.733 -0.248 1.665
H 1.691 -0.731 4.209
H 0.517 -1.988 3.828
H -1.000 -0.587 3.444
H -0.303 -1.109 1.185
O -1.969 -0.238 0.951
H -1.931 0.633 1.346
H -2.538 -0.741 1.534
O 1.929 -0.182 -1.225
H 2.043 -0.383 -2.154
H 1.302 -0.835 -0.914
O 0.297 3.436 -0.891
H 0.154 3.810 -1.761
H -0.348 2.733 -0.823
O -0.186 -1.870 -2.259
H -0.001 -2.764 -1.970
H -0.064 -1.895 -3.208
O -0.934 2.247 -4.123
H -0.875 1.890 -3.237
H -1.265 3.137 -4.002
O -1.006 0.874 -1.607
H -0.749 0.108 -2.120
H -1.355 0.510 -0.793
*
```

⟨S²⟩	0.756
HOMO-LUMO gap (alpha / beta)	9.17 / 2.72	eV
max |F|	0.093	Eh/bohr
calculated total energy	-18734.9765	eV


This record from OMol25 describes a molecular structure, C26H36IO2P2SiYb in a non-equilibrium geometry. The level of theory is ωB97M-V/def2-TZVPD.

Geometry as ORCA input:
```
! RIJCOSX wB97M-V def2-TZVPD def2/J DEFGRID3
* xyz 2 2
C 0.203 -0.066 -6.782
I -0.574 -0.393 -4.776
H 1.282 0.074 -6.744
H -0.322 0.805 -7.148
H -0.089 -0.961 -7.322
Yb 0.438 0.019 -2.047
P 0.044 2.804 -2.226
C -1.452 3.828 -2.522
C 0.751 3.647 -0.747
H 0.875 4.720 -0.927
H 1.116 4.547 -3.577
H 1.725 3.205 -0.511
H 2.150 3.087 -3.416
H -2.161 3.690 -1.692
H 0.100 3.501 0.121
C 1.130 3.453 -3.571
H -1.167 4.890 -2.606
H 0.759 3.080 -4.529
H -1.927 3.497 -3.459
P 0.071 -2.809 -1.797
C -1.422 -3.863 -2.000
C 1.153 -3.621 -3.051
H 1.666 -2.913 0.038
H 0.973 -4.535 -0.288
H 0.021 -3.288 0.585
C 0.745 -3.457 -0.226
H 2.168 -3.215 -2.963
H 1.162 -4.704 -2.891
H -1.119 -4.926 -2.013
H -1.906 -3.609 -2.958
H 0.767 -3.400 -4.052
H -2.128 -3.677 -1.176
C -2.063 -0.144 -2.134
O -3.206 -0.200 -2.187
O -0.134 0.241 -0.059
Si 0.026 0.087 1.517
C 1.650 -0.678 2.019
C 1.697 -1.812 2.842
C 2.924 -2.396 3.170
C 4.121 -1.860 2.687
C 4.074 -0.728 1.856
C 2.845 -0.146 1.526
C -0.195 1.735 2.327
C -1.391 2.437 2.096
C -1.584 3.682 2.704
C -0.594 4.238 3.524
C 0.606 3.538 3.724
C 0.809 2.291 3.118
C -1.379 -0.948 2.152
C -2.343 -1.484 1.297
C -3.413 -2.210 1.833
C -3.525 -2.388 3.216
C -2.569 -1.827 4.068
C -1.505 -1.087 3.538
H 0.768 -2.234 3.242
H 2.943 -3.264 3.836
H 5.080 -2.314 2.950
H 5.003 -0.292 1.493
H 2.819 0.751 0.887
H -2.164 2.000 1.469
H -2.528 4.210 2.563
H -0.747 5.209 4.006
H 1.381 3.941 4.378
H 1.732 1.732 3.269
H -2.241 -1.316 0.217
H -4.156 -2.630 1.155
H -4.358 -2.964 3.622
H -2.642 -1.954 5.148
H -0.767 -0.625 4.200
*
```

⟨S²⟩	0.769
HOMO-LUMO gap (alpha / beta)	7.27 / 2.81	eV
max |F|	0.068	Eh/bohr
calculated total energy	-97713.9764	eV


This record from OMol25 describes a single C3H8BClFOP molecule. The level of theory is ωB97M-V/def2-TZVPD.

Geometry as ORCA input:
```
! RIJCOSX wB97M-V def2-TZVPD def2/J DEFGRID3
* xyz 0 1
C -0.517 0.815 -1.827
B -0.156 -0.160 -0.678
C 0.928 0.170 0.405
C 0.269 1.037 1.485
F 2.005 0.889 -0.156
P -1.212 -1.816 -0.501
O -1.165 -2.086 1.122
Cl 0.420 -2.930 -1.150
H -0.836 0.288 -2.730
H -1.402 1.378 -1.499
H 0.268 1.530 -2.073
H 1.372 -0.723 0.856
H 0.374 2.083 1.199
H 0.728 0.888 2.461
H -0.797 0.822 1.592
H -0.279 -2.185 1.493
*
```

HOMO-LUMO gap	8.96	eV
max |F|	0.010	Eh/bohr
calculated total energy	-30494.1618	eV


This record from OMol25 describes a single C2H4O3 molecule in a non-equilibrium geometry. The level of theory is ωB97M-V/def2-TZVPD.

Geometry as ORCA input:
```
! RIJCOSX wB97M-V def2-TZVPD def2/J DEFGRID3
* xyz 0 1
O -0.909 1.869 -1.333
O -0.068 1.312 -0.397
C -0.137 -0.117 -0.360
C 0.543 -0.722 0.807
O -0.845 -0.621 0.714
H -1.508 2.407 -0.744
H -0.085 -0.425 -1.465
H 0.833 -1.709 0.621
H 0.943 -0.019 1.387
*
```

HOMO-LUMO gap	11.10	eV
max |F|	0.079	Eh/bohr
calculated total energy	-8276.3339	eV


This record from OMol25 describes 2 unconnected molecules or ions with the total composition C3H10N2O2 in a non-equilibrium geometry. The level of theory is ωB97M-V/def2-TZVPD.

Geometry as ORCA input:
```
! RIJCOSX wB97M-V def2-TZVPD def2/J DEFGRID3
* xyz -1 2
O -0.923 0.222 -0.414
C -0.203 -0.607 0.141
N 1.144 -0.424 0.244
C 1.861 0.493 -0.607
N 2.809 1.245 0.205
C -0.753 -1.812 0.820
H 1.713 -1.039 0.808
H 2.405 0.122 -1.490
H 1.123 1.100 -1.132
H 3.789 1.053 0.166
H 2.399 1.970 0.771
H -0.325 -2.036 1.803
H -1.782 -1.579 1.140
H -0.659 -2.681 0.169
H -4.030 0.852 -1.424
H -3.966 1.652 -0.241
O -4.602 1.470 -0.959
*
```

⟨S²⟩	0.750
HOMO-LUMO gap (alpha / beta)	2.88 / 9.54	eV
max |F|	0.028	Eh/bohr
calculated total energy	-10347.2281	eV


This record from OMol25 describes a gas-phase ion, C6H5O7S (charge -1) in a non-equilibrium geometry. The level of theory is ωB97M-V/def2-TZVPD.

Geometry as ORCA input:
```
! RIJCOSX wB97M-V def2-TZVPD def2/J DEFGRID3
* xyz -1 1
C -2.126 0.422 -0.248
C -1.086 1.000 0.345
C -2.176 -0.975 0.052
C -0.312 -0.144 0.985
C 2.077 0.650 -0.047
C 1.057 -0.371 0.280
O -0.663 2.261 0.287
O -3.091 -1.635 -0.391
O 2.586 -1.619 -1.568
O -1.143 -1.289 0.839
O -2.923 1.081 -1.177
O 1.840 1.876 -0.056
O 1.858 -1.501 1.320
S 1.428 -0.692 -1.502
H -0.063 -0.007 2.045
H 3.087 0.304 -0.171
H -3.200 0.379 -1.793
H 0.350 2.160 0.112
H 2.498 -1.899 0.687
*
```

HOMO-LUMO gap	7.26	eV
max |F|	0.096	Eh/bohr
calculated total energy	-31469.5871	eV


This record from OMol25 describes a molecular structure, C7H13F2N2OPtS3Sb. The level of theory is ωB97M-V/def2-TZVPD.

Geometry as ORCA input:
```
! RIJCOSX wB97M-V def2-TZVPD def2/J DEFGRID3
* xyz -1 2
Pt -0.229 0.227 -0.821
S -4.146 0.707 1.831
Sb -3.005 -1.002 0.857
S -0.597 -0.513 1.289
S -2.385 -0.117 -1.446
F 2.399 0.195 -1.729
C 1.679 -0.416 -0.714
F 1.778 -1.761 -0.959
H 2.203 -0.211 0.224
C -0.366 2.734 -3.434
N -1.155 3.335 -2.379
C -2.579 3.405 -2.656
C -3.282 4.216 -1.589
C -2.944 3.629 -0.237
N -1.499 3.554 -0.066
C -1.066 3.282 1.296
C -0.658 3.247 -1.091
O 0.527 2.946 -0.903
H -0.493 3.308 -4.355
H -0.687 1.701 -3.627
H 0.682 2.736 -3.150
H -3.004 2.394 -2.703
H -2.703 3.866 -3.640
H -4.361 4.184 -1.749
H -2.958 5.259 -1.641
H -3.384 2.634 -0.113
H -3.336 4.251 0.570
H -1.302 4.143 1.928
H 0.004 3.106 1.303
H -1.579 2.400 1.688
*
```

⟨S²⟩	0.758
HOMO-LUMO gap (alpha / beta)	6.50 / 5.52	eV
max |F|	0.003	Eh/bohr
calculated total energy	-60226.0988	eV


This record from OMol25 describes a molecular structure, C3H5NO2S in a non-equilibrium geometry. The level of theory is ωB97M-V/def2-TZVPD.

Geometry as ORCA input:
```
! RIJCOSX wB97M-V def2-TZVPD def2/J DEFGRID3
* xyz 0 1
C -0.974 -0.338 -1.361
C -0.031 0.285 0.945
C 1.369 -0.278 0.376
H 0.352 -0.549 -2.005
H -1.985 0.172 -1.828
H -1.458 -1.611 -1.167
H -1.687 1.309 0.040
H 1.806 0.257 2.096
N -0.903 0.437 -0.126
O 2.371 0.051 1.329
O 1.479 -0.740 -0.692
S -0.339 1.005 2.393
*
```

HOMO-LUMO gap	8.40	eV
max |F|	0.104	Eh/bohr
calculated total energy	-19608.3687	eV


This record from OMol25 describes a molecular structure, C15H15N8OPt in a non-equilibrium geometry. The level of theory is ωB97M-V/def2-TZVPD.

Geometry as ORCA input:
```
! RIJCOSX wB97M-V def2-TZVPD def2/J DEFGRID3
* xyz 1 1
Pt 0.082 0.519 0.005
C -1.145 -0.342 4.092
C -1.028 -0.046 2.634
N 0.104 0.081 2.036
N 1.306 -0.035 2.618
C 2.248 -0.139 1.689
O 1.984 -0.248 0.435
C 3.655 -0.177 2.124
C 4.655 -0.150 1.154
C 5.987 -0.141 1.535
C 6.323 -0.165 2.881
C 5.327 -0.206 3.850
C 3.994 -0.211 3.476
C -2.193 0.041 1.746
C -3.500 0.001 2.200
C -4.538 -0.026 1.281
C -4.250 -0.016 -0.076
C -2.927 0.061 -0.465
N -1.933 0.096 0.425
H -0.154 -0.485 4.510
H -1.737 -1.246 4.250
H -1.634 0.480 4.621
H 4.376 -0.139 0.110
H 6.764 -0.121 0.781
H 7.364 -0.155 3.179
H 5.591 -0.238 4.899
H 3.210 -0.244 4.219
H -3.697 -0.014 3.263
H -5.565 -0.060 1.621
H -5.031 -0.065 -0.821
H -2.642 0.097 -1.509
N 1.200 5.434 -0.857
N 0.325 4.399 -0.672
N -0.904 4.600 -0.259
C -1.396 3.371 -0.308
N -0.492 2.484 -0.740
N 0.631 3.182 -0.966
H 0.983 6.208 -0.246
H 2.157 5.111 -0.872
H -2.420 3.134 -0.068
*
```

HOMO-LUMO gap (alpha / beta)	6.82 / 6.76	eV
max |F|	0.078	Eh/bohr
calculated total energy	-33003.9357	eV


This record from OMol25 describes 2 unconnected molecules or ions with the total composition C3H9NO2 in a non-equilibrium geometry. The level of theory is ωB97M-V/def2-TZVPD.

Geometry as ORCA input:
```
! RIJCOSX wB97M-V def2-TZVPD def2/J DEFGRID3
* xyz 0 1
H -1.577 1.359 1.062
N -0.797 0.769 1.314
C -0.690 -0.318 0.681
C -1.617 -0.977 -0.295
O 0.362 -1.152 0.982
O 1.136 -0.672 2.058
H -1.694 -0.366 -1.192
H -2.607 -1.077 0.147
H -1.237 -1.960 -0.558
H 0.733 0.218 2.210
C 1.591 0.836 -1.292
H 0.662 1.299 -1.604
H 2.291 0.853 -2.119
H 2.011 1.390 -0.461
H 1.433 -0.204 -0.934
*
```

HOMO-LUMO gap	10.87	eV
max |F|	0.020	Eh/bohr
calculated total energy	-8839.2986	eV


max |F| of number 5 (C3H8BClFOP)?
0.010 Eh/bohr